Molecular formula: C55H46P2PtSSbSi
Method: DFT, ωB97M-V with the def2-TZVPD basis set

## Properties
Net charge = +3
Orbital gap = 5.368 eV

Geometry as XYZ:
```
107
Properties=species:S:1:pos:R:3:forces:R:3
Pt -0.899 0.116 -1.020 2.801 -0.165 1.091
C -3.180 0.585 -4.311 1.258 -0.352 0.521
Si -2.810 0.222 -2.476 -2.822 0.471 1.862
C -3.603 1.720 -1.474 0.926 -1.059 -0.835
C -4.948 1.953 -1.721 -0.042 0.337 -0.046
C -5.556 3.114 -1.270 -0.152 -0.136 -0.003
C -4.824 4.043 -0.547 -0.057 0.242 0.113
C -3.490 3.812 -0.267 0.163 -0.160 0.066
C -2.881 2.638 -0.715 0.176 0.111 0.169
P -1.118 2.403 -0.290 -1.904 -0.200 -0.476
C -0.929 2.646 1.481 0.342 -0.643 -0.412
C 0.336 2.942 1.995 0.059 0.035 -0.138
C 0.521 3.009 3.363 0.076 0.056 0.101
C -0.538 2.750 4.223 0.004 -0.003 -0.097
C -1.789 2.430 3.713 -0.097 0.015 0.049
C -1.987 2.369 2.348 -0.102 -0.032 -0.192
C -0.205 3.675 -1.196 0.396 -0.822 -0.152
C 0.195 4.875 -0.606 -0.070 -0.201 0.240
C 0.885 5.806 -1.361 -0.055 0.089 -0.089
C 1.168 5.560 -2.697 -0.037 -0.033 0.126
C 0.764 4.370 -3.287 -0.080 -0.040 -0.091
C 0.083 3.426 -2.541 -0.052 -0.072 0.145
C -3.737 -1.398 -1.944 1.248 0.971 -0.434
C -4.746 -1.894 -2.758 -0.056 -0.161 -0.164
C -5.395 -3.076 -2.440 -0.100 0.177 -0.067
C -5.042 -3.777 -1.300 -0.052 -0.202 0.126
C -4.027 -3.308 -0.487 -0.043 0.177 0.082
C -3.371 -2.124 -0.811 0.209 -0.083 0.294
P -1.962 -1.659 0.250 -1.674 -0.389 -1.253
C -0.664 -2.861 -0.117 0.087 0.701 0.059
C 0.394 -3.039 0.778 0.088 0.031 0.138
C 1.441 -3.879 0.444 -0.102 -0.041 0.141
C 1.452 -4.526 -0.787 -0.106 0.043 -0.025
C 0.425 -4.314 -1.696 0.033 -0.037 -0.006
C -0.628 -3.482 -1.368 -0.165 0.067 -0.032
C -2.585 -1.915 1.932 0.417 0.760 -0.129
C -3.577 -1.027 2.356 0.123 0.032 -0.164
C -4.167 -1.191 3.593 -0.053 0.061 0.006
C -3.772 -2.237 4.415 0.072 -0.015 -0.075
C -2.793 -3.123 3.992 -0.026 -0.065 0.062
C -2.188 -2.967 2.756 0.134 -0.022 -0.180
H -4.246 0.756 -4.447 -0.176 -0.005 0.371
H -2.887 -0.246 -4.945 0.037 -0.134 -0.132
H -2.666 1.473 -4.665 0.089 0.173 -0.011
H -5.523 1.238 -2.289 -0.143 -0.079 -0.124
H -6.597 3.295 -1.501 -0.033 0.027 0.086
H -5.297 4.949 -0.192 0.013 0.023 -0.046
H -2.911 4.530 0.296 -0.070 0.150 0.092
H 1.161 3.131 1.321 0.094 0.006 0.017
H 1.489 3.266 3.766 0.099 0.023 0.006
H -0.389 2.796 5.291 0.008 0.040 0.101
H -2.613 2.237 4.382 -0.071 -0.019 0.069
H -2.961 2.128 1.945 -0.078 -0.018 0.022
H -0.035 5.085 0.428 0.018 0.038 0.071
H 1.199 6.732 -0.904 -0.008 0.094 0.040
H 1.699 6.300 -3.277 0.045 0.021 -0.045
H 0.980 4.184 -4.328 0.008 -0.039 -0.088
H -0.224 2.485 -2.987 0.078 0.044 -0.098
H -5.021 -1.364 -3.656 -0.082 0.018 -0.133
H -6.177 -3.441 -3.088 -0.103 -0.071 -0.020
H -5.556 -4.693 -1.043 0.015 -0.055 -0.031
H -3.728 -3.855 0.395 -0.087 -0.155 0.093
H 0.374 -2.543 1.740 0.134 0.031 0.017
H 2.234 -4.057 1.157 0.001 -0.010 0.021
H 2.254 -5.210 -1.026 0.090 0.008 -0.068
H 0.444 -4.806 -2.656 -0.030 -0.070 -0.085
H -1.441 -3.325 -2.062 -0.042 -0.051 -0.128
H -3.885 -0.232 1.688 -0.113 0.118 0.043
H -4.937 -0.511 3.922 -0.103 0.071 -0.002
H -4.234 -2.370 5.381 -0.043 -0.002 0.072
H -2.504 -3.948 4.626 0.025 -0.067 0.019
H -1.449 -3.680 2.424 0.040 -0.056 0.043
S 1.391 -0.133 -1.551 -0.237 0.065 -0.332
Sb 3.265 -0.686 -0.160 0.318 0.670 0.022
C 4.290 1.215 -0.329 -0.460 -1.057 0.240
C 4.788 1.805 0.819 0.102 -0.021 0.196
C 5.475 3.006 0.710 0.000 0.035 0.136
C 5.647 3.603 -0.528 0.003 0.028 0.106
C 5.132 3.004 -1.664 -0.108 -0.095 -0.168
C 4.446 1.802 -1.574 -0.001 -0.010 -0.180
C 2.916 -1.075 1.960 0.232 0.091 -1.131
C 2.090 -0.224 2.675 -0.121 0.162 -0.129
C 1.942 -0.418 4.040 -0.034 0.017 -0.035
C 2.618 -1.446 4.680 0.029 -0.043 0.002
C 3.445 -2.289 3.954 -0.008 0.030 -0.039
C 3.594 -2.107 2.589 0.178 -0.113 -0.111
C 4.138 -2.231 -1.406 -0.390 0.743 0.697
C 4.774 -3.331 -0.863 0.097 -0.115 0.235
C 5.317 -4.281 -1.714 0.012 -0.021 0.108
C 5.214 -4.129 -3.086 -0.040 0.012 0.027
C 4.586 -3.013 -3.612 -0.049 0.053 -0.137
C 4.046 -2.051 -2.775 -0.101 0.199 -0.088
H 4.664 1.337 1.787 0.027 -0.002 0.063
H 5.884 3.466 1.596 0.041 0.061 0.098
H 6.187 4.536 -0.605 0.041 0.034 -0.010
H 5.269 3.467 -2.629 0.021 0.034 -0.104
H 4.047 1.339 -2.467 -0.007 0.000 -0.044
H 1.569 0.589 2.183 -0.046 0.035 0.004
H 1.303 0.242 4.606 -0.087 0.093 0.053
H 2.515 -1.589 5.744 -0.042 0.020 0.080
H 3.989 -3.080 4.442 0.054 -0.117 0.111
H 4.252 -2.765 2.042 0.059 -0.030 0.000
H 4.868 -3.462 0.205 0.032 -0.046 0.034
H 5.827 -5.133 -1.299 0.075 -0.144 0.066
H 5.628 -4.877 -3.743 0.075 -0.073 -0.083
H 4.512 -2.885 -4.680 0.015 0.018 -0.128
H 3.568 -1.177 -3.195 -0.057 -0.009 -0.056
```
Positions in Å, forces in eV/Å.

Molecular formula: C55H47GeMoN7O4
Method: DFT, ωB97M-V with the def2-TZVPD basis set

## Properties
Expectation value of S² = 2.0372
2S+1 = 3
Net charge = -2
Orbital gap (alpha / beta) = 5.456 / 6.167 eV

Geometry as XYZ:
```
115
Properties=species:S:1:pos:R:3:forces:R:3
Mo -0.428 0.223 0.553 -0.090 -0.541 0.349
O -7.139 1.816 -0.872 0.032 -0.062 -0.085
C -6.544 2.313 0.105 -0.011 -0.004 -0.014
O -6.949 3.122 0.959 0.042 0.036 0.094
C -5.075 1.846 0.282 0.067 -0.013 0.020
C -4.478 1.020 -0.654 -0.018 0.087 0.041
C -3.147 0.643 -0.534 -0.115 0.058 0.001
N -2.429 1.046 0.538 0.048 -0.077 -0.015
C -3.018 1.772 1.517 0.163 0.088 0.195
C -4.320 2.234 1.374 -0.013 -0.066 -0.180
C -2.329 2.063 2.829 -0.149 -0.179 -0.206
C -3.058 2.444 3.924 0.258 -0.022 0.054
C -2.368 2.733 5.146 -0.013 -0.057 -0.109
C -1.031 2.655 5.265 -0.007 0.023 0.000
C -0.214 2.259 4.098 -0.171 -0.105 0.104
N -0.996 1.826 2.981 -0.147 0.249 0.001
C -2.411 -0.143 -1.628 -0.066 -0.005 0.074
C -2.991 0.286 -3.034 -0.043 -0.020 -0.036
C -1.920 0.267 -4.071 0.022 -0.010 0.013
C -0.699 -0.181 -3.815 0.007 -0.029 -0.023
C -0.244 -0.691 -2.457 0.081 -0.010 0.082
N -1.008 -0.076 -1.403 0.055 0.259 -0.156
H -5.099 0.742 -1.488 -0.008 0.047 0.006
H -4.777 2.900 2.086 -0.013 0.011 0.031
H -4.132 2.478 3.900 -0.041 -0.008 -0.034
H -2.960 3.009 6.010 0.007 0.011 0.025
H -0.525 2.878 6.194 0.007 0.003 0.007
H 0.522 1.478 4.327 -0.040 0.053 -0.047
H -3.522 1.241 -3.048 0.013 -0.003 -0.022
H -2.151 0.666 -5.054 -0.021 0.005 -0.025
H 0.063 -0.157 -4.584 0.026 -0.004 -0.025
H 1.203 0.399 -1.697 -0.046 -0.128 -0.025
O 1.246 1.391 -0.342 -0.074 0.026 0.042
C 2.360 1.655 0.424 0.006 -0.013 -0.051
C 2.709 0.459 1.391 -0.021 0.005 0.033
C 2.559 -0.889 0.772 -0.006 -0.113 -0.050
C 3.654 -1.729 0.601 -0.126 -0.087 -0.022
C 3.477 -2.938 -0.047 -0.011 -0.004 0.000
C 2.221 -3.266 -0.523 0.013 0.122 0.026
C 1.158 -2.390 -0.324 0.142 -0.020 0.004
C -0.201 -2.732 -0.875 0.014 -0.018 0.119
C -0.441 -2.280 -2.340 -0.030 -0.025 -0.016
O 1.121 -0.379 -2.318 0.001 0.059 0.012
C -1.910 -2.435 -2.718 0.013 0.027 -0.015
C -2.943 -1.598 -1.955 0.037 -0.057 0.027
C -3.925 -0.973 -2.962 -0.060 0.008 -0.024
C -4.304 -1.783 -4.156 -0.014 -0.023 -0.021
C -3.562 -2.831 -4.504 -0.014 -0.008 0.001
C -2.278 -3.058 -3.846 -0.015 0.015 0.044
C 0.464 -3.131 -3.235 0.022 0.040 -0.021
C 0.312 -4.522 -3.200 -0.001 -0.013 0.029
C 1.115 -5.369 -3.944 -0.022 -0.003 0.022
C 2.110 -4.844 -4.758 0.024 -0.054 -0.029
C 2.275 -3.472 -4.809 0.030 0.052 -0.022
C 1.465 -2.625 -4.060 -0.035 -0.051 0.091
N 1.331 -1.242 0.357 -0.070 0.126 -0.090
C 2.112 2.849 1.367 -0.101 0.035 0.076
C 1.028 3.879 0.932 -0.001 0.111 -0.070
C 1.390 5.293 1.112 -0.012 0.013 0.000
C 2.436 5.676 1.855 -0.016 -0.047 0.051
C 3.340 4.699 2.446 -0.017 0.004 -0.086
C 3.233 3.398 2.147 0.074 0.037 -0.072
C 3.503 1.931 -0.569 0.037 -0.028 0.004
C 4.072 3.186 -0.762 -0.040 0.015 0.030
C 5.058 3.392 -1.721 -0.026 0.021 0.017
C 5.491 2.348 -2.519 0.010 -0.005 -0.031
C 4.900 1.100 -2.370 0.019 0.002 -0.012
C 3.914 0.901 -1.419 0.015 -0.007 0.023
H 2.002 0.532 2.224 0.032 -0.014 -0.032
H 3.723 0.567 1.781 -0.003 0.021 0.005
H 4.623 -1.404 0.954 0.027 -0.024 -0.006
H 4.311 -3.613 -0.194 0.006 0.001 0.005
H 2.043 -4.188 -1.058 0.038 -0.021 -0.006
H -0.957 -2.307 -0.214 0.025 0.002 -0.050
H -0.308 -3.819 -0.836 -0.010 0.031 -0.001
H -3.351 -2.157 -1.109 -0.015 -0.031 0.007
H -4.846 -0.700 -2.457 0.029 -0.010 0.011
H -5.216 -1.540 -4.687 -0.027 0.027 -0.011
H -3.839 -3.463 -5.341 -0.007 -0.001 0.003
H -1.553 -3.636 -4.403 -0.039 0.022 -0.015
H -0.471 -4.948 -2.584 0.013 -0.012 -0.013
H 0.960 -6.440 -3.889 0.004 -0.015 -0.002
H 2.747 -5.499 -5.340 0.005 -0.004 -0.006
H 3.051 -3.043 -5.431 0.013 0.007 -0.011
H 1.648 -1.565 -4.084 0.013 0.120 0.005
H 0.506 3.603 0.022 0.010 0.002 0.042
H 0.787 6.035 0.603 -0.013 0.015 -0.014
H 2.644 6.728 2.000 0.003 0.036 -0.009
H 4.170 5.051 3.045 0.016 0.006 0.012
H 4.011 2.710 2.457 0.008 -0.025 0.026
H 3.729 4.032 -0.185 -0.015 0.042 0.089
H 5.474 4.385 -1.847 0.014 0.013 -0.005
H 6.258 2.509 -3.268 0.011 0.001 -0.007
H 5.191 0.277 -3.012 0.012 -0.019 -0.023
H 3.431 -0.063 -1.371 -0.015 0.004 -0.016
N -0.092 1.754 1.929 -0.037 0.000 -0.111
C 0.763 2.909 2.049 0.036 -0.163 0.026
N 0.622 3.354 3.438 0.292 -0.187 0.047
C 0.331 4.599 3.795 -0.003 0.111 -0.063
N 0.111 5.649 4.227 -0.057 0.126 0.030
C -2.104 -3.470 3.695 0.001 0.033 -0.005
Ge -0.622 -2.324 3.063 0.053 -0.020 0.034
C 0.814 -3.608 2.629 0.007 -0.008 -0.009
C 0.046 -1.391 4.675 0.006 -0.005 -0.004
C -1.259 -1.080 1.757 0.031 0.232 -0.116
H -1.776 -4.122 4.507 0.011 -0.034 0.034
H -2.483 -4.089 2.881 -0.007 -0.019 -0.032
H -2.926 -2.852 4.058 -0.035 0.023 0.014
H 0.998 -4.216 3.518 0.006 -0.030 0.032
H 1.747 -3.114 2.356 0.024 0.013 0.011
H 0.530 -4.274 1.813 -0.018 -0.018 -0.021
H 0.060 -2.056 5.540 0.014 -0.025 0.037
H -0.587 -0.532 4.899 -0.049 0.000 0.016
H 1.062 -1.028 4.505 0.041 0.029 -0.029
H -2.322 -0.937 2.010 -0.013 0.042 0.012
```
Positions in Å, forces in eV/Å.